Entry 1:
Here is the molecule C9H12BrClO at a distorted geometry from the OMol25 dataset. Energies are from ωB97M-V/def2-TZVPD.

```
! RIJCOSX wB97M-V def2-TZVPD def2/J DEFGRID3
* xyz 0 1
C -1.33318 -0.52947 -1.55235
C -1.03741 -0.56381 -2.81053
C 1.21348 -0.27940 -1.70679
C 1.70886 -0.20375 -0.17170
C 0.01750 -1.15143 -1.88907
C -1.69536 0.38764 0.46300
C -0.57967 -0.08681 1.23962
C 0.77502 0.60559 0.80055
C -0.68044 0.06290 2.76774
O 0.37476 1.94653 0.28491
Cl -1.45298 -0.38942 -4.33025
Br -3.43626 -0.26586 0.88579
H 0.93712 0.77467 -1.91917
H 2.00705 -0.65280 -2.39699
H 1.80715 -1.25166 0.06295
H 2.73836 0.25152 -0.23169
H 0.20657 -2.23639 -1.98680
H -1.61088 1.34680 -0.01044
H -0.45524 -1.19605 1.12851
H 1.21424 0.73022 1.81060
H -0.78662 1.06602 2.90748
H 0.31484 -0.19684 3.15949
H -1.50528 -0.63004 3.22820
H 1.25837 2.46183 0.26695
*
```

Calculated values
**Orbital gap (alpha / beta)**: 8.161 / 8.160 eV
**HOMO level (alpha / beta)**: -8.16 / -8.16 eV
**E_tot**: -94133.6011 eV

Entry 2:
Here is C39H58LaN6O2P2 as an isolated structure at a distorted geometry from the OMol25 dataset. Energies are from ωB97M-V/def2-TZVPD.

```
! RIJCOSX wB97M-V def2-TZVPD def2/J DEFGRID3
* xyz -1 1
La 0.06849 0.78340 0.65599
N -0.05978 0.97044 3.66246
C 1.03786 1.72478 4.25627
C 2.25052 1.84184 3.28875
O 3.31168 2.24095 3.75859
O 2.01566 1.54918 2.07912
H -0.94458 1.20884 4.09770
H 0.09308 -0.02040 3.82279
H 1.39849 1.30798 5.20669
H 0.71846 2.75282 4.44842
C 4.81226 1.09762 0.76311
P 3.31231 1.76970 -0.08460
C 4.17287 2.05439 -1.73510
C 3.45996 3.53632 0.47128
C 2.40652 4.41609 -0.18841
P 0.67649 3.86756 0.20730
C 0.52918 4.66663 1.87313
C -0.18168 5.12785 -0.84733
H 5.63933 1.80487 0.69329
H 5.10617 0.16604 0.27671
H 4.58144 0.90460 1.80747
H 5.10572 2.60720 -1.61143
H 3.51151 2.61421 -2.39647
H 4.40300 1.10006 -2.20898
H 4.46680 3.90050 0.23922
H 3.34410 3.54130 1.55454
H 2.50987 4.38180 -1.27691
H 2.52078 5.46052 0.12719
H 1.52044 4.74936 2.31515
H -0.08514 4.04488 2.51961
H 0.07120 5.65334 1.79571
H 0.16372 6.13673 -0.62130
H -1.25590 5.07124 -0.69662
H 0.01714 4.90564 -1.89377
C -2.65603 3.70939 1.50351
C -3.90274 2.88739 1.19717
C -3.95328 2.49693 -0.28106
C -4.01279 1.66752 2.08230
C -5.03702 1.65525 3.00343
C -5.33263 0.53816 3.76933
C -4.62481 -0.62086 3.48852
C -3.58806 -0.66701 2.57975
C -2.98092 -2.02778 2.32066
C -1.63447 -2.17192 3.03343
C -2.84675 -2.32712 0.82998
C -3.11789 0.53294 1.91293
N -2.03808 0.60515 1.17253
H -2.65592 4.62477 0.91162
H -1.77841 3.10859 1.25955
H -2.62551 3.97890 2.55908
H -4.77518 3.52076 1.40889
H -3.10203 1.85915 -0.51708
H -3.92715 3.38310 -0.91688
H -4.86619 1.93700 -0.48099
H -5.64019 2.55210 3.12473
H -6.11950 0.54737 4.51415
H -4.90487 -1.53875 3.99873
H -3.66897 -2.76827 2.75214
H -0.87826 -1.59225 2.50352
H -1.32049 -3.21354 3.06546
H -1.71102 -1.80880 4.05776
H -2.21594 -1.56597 0.37681
H -3.82124 -2.30970 0.34088
H -2.39051 -3.30417 0.67229
C -0.53989 -6.35748 -2.03618
C -1.56457 -5.44950 -2.25484
C -1.37046 -4.10903 -1.98340
C -0.15653 -3.63643 -1.46506
C 0.87806 -4.55871 -1.29556
C 0.68304 -5.89922 -1.57132
C -0.09053 -2.22062 -1.07061
C 0.59332 -1.62933 -0.06939
C 1.51889 -2.37616 0.78814
C 1.13703 -3.47956 1.56513
C 2.03885 -4.10462 2.40458
C 3.35166 -3.66271 2.48872
C 3.74794 -2.56860 1.73076
C 2.84551 -1.93573 0.90032
H -0.68473 -7.41198 -2.23098
H -2.52145 -5.79389 -2.62819
H -2.18310 -3.40993 -2.13984
H 1.83617 -4.22120 -0.92902
H 1.49405 -6.59890 -1.41458
H -0.80988 -1.61796 -1.63143
H 0.12249 -3.84552 1.49507
H 1.70867 -4.94956 2.99745
H 4.05898 -4.16326 3.13782
H 4.76299 -2.19469 1.80156
H 3.14636 -1.07112 0.31947
C -1.06807 -1.17422 -5.86717
C 0.42838 -1.44164 -5.73527
C 0.69971 -2.55163 -4.72442
C 1.18949 -0.15311 -5.37302
N 0.78678 0.43788 -4.12879
C 1.18071 0.18280 -2.86128
N 0.56532 1.02066 -2.06150
N -0.20217 1.78968 -2.83323
N -0.08841 1.46559 -4.06493
H -1.59077 -2.09147 -6.13041
H -1.26289 -0.43156 -6.63908
H -1.47741 -0.80686 -4.92869
H 0.81577 -1.75537 -6.71227
H 0.29985 -2.29774 -3.74586
H 1.76840 -2.73649 -4.62288
H 0.22552 -3.47746 -5.04304
H 1.01442 0.59925 -6.14572
H 2.26067 -0.36662 -5.32056
H 1.88067 -0.57259 -2.57319
*
```

Calculated values
**Orbital gap**: 4.802 eV
**HOMO level**: -2.80 eV
**E_tot**: -73859.6098 eV

Entry 3:
Here is a 4-piece molecular cluster, C4H14N2O5 overall at a distorted geometry from the OMol25 dataset. Energies are from ωB97M-V/def2-TZVPD.

```
! RIJCOSX wB97M-V def2-TZVPD def2/J DEFGRID3
* xyz 0 1
O 3.28228 -0.92505 0.36114
C 3.05818 0.16780 0.82914
N 1.69949 0.48853 1.05565
C 0.67238 -0.47360 0.54982
C -0.04921 0.06320 -0.70136
N -0.99292 1.16682 -0.52248
C -2.34690 1.05115 -0.70700
O -3.06914 1.99052 -0.53122
H 3.73090 1.03071 1.09735
H 1.42466 1.36686 1.41991
H 1.15414 -1.44317 0.30040
H -0.10219 -0.69168 1.35249
H -0.47559 -0.84741 -1.05703
H 0.69110 0.10129 -1.62685
H -0.68395 2.21180 -0.58919
H -2.69124 0.03897 -0.51872
O 2.34372 -2.35292 -1.83898
H 3.05474 -2.22121 -1.17331
H 1.45092 -1.93674 -1.62429
O -2.39155 -2.27035 -1.36379
H -3.00432 -1.87700 -2.02417
H -2.68076 -3.18412 -1.12331
O -1.47947 1.89713 2.93973
H -2.29342 1.59460 2.46821
H -1.83792 2.78519 2.99549
*
```

Calculated values
**Orbital gap**: 10.044 eV
**HOMO level**: -9.70 eV
**E_tot**: -17591.6737 eV
**SMILES**: O=CNCCNC=O.O.O.O

Entry 4:
Here is C31H40GeN5NiO2 as an isolated structure from the OMol25 dataset. Energies are from ωB97M-V/def2-TZVPD.

```
! RIJCOSX wB97M-V def2-TZVPD def2/J DEFGRID3
* xyz 2 4
Ni -0.40589 0.02468 -0.97090
C -2.09204 3.03040 1.76846
C -1.47004 2.56104 0.49493
O -1.12670 1.37728 0.33435
N -1.28602 3.45096 -0.48921
C -0.74376 3.04609 -1.77525
C -1.72038 2.19638 -2.55925
C -2.69539 2.78332 -3.34887
C -3.62452 1.98244 -3.99678
C -3.54774 0.60867 -3.83776
C -2.54124 0.08738 -3.04624
N -1.63996 0.85932 -2.42127
H -2.07821 2.22093 2.49167
H -3.12310 3.33718 1.58308
H -1.54258 3.88293 2.17015
H -1.58670 4.40216 -0.34951
H 0.18720 2.49659 -1.60891
H -0.49608 3.94681 -2.33354
H -2.72798 3.86013 -3.44986
H -4.39653 2.42544 -4.61154
H -4.25630 -0.05599 -4.31086
H -2.43795 -0.97864 -2.88805
N 0.25957 -3.90086 -1.31282
C 0.31786 -2.57846 -1.28493
O -0.69591 -1.89093 -1.57931
C 1.60270 -1.90039 -0.87579
C 1.55974 -0.39203 -1.17217
H -0.61633 -4.36375 -1.49913
H 1.05389 -4.45692 -1.04215
H 2.45278 -2.42929 -1.31758
H 1.69230 -2.06990 0.20312
H 2.13295 -0.17814 -2.08140
H 2.10034 0.15025 -0.39379
C 3.81349 -3.56353 2.94885
C 2.49678 -4.00920 2.91761
C 1.46046 -3.09719 2.78818
C 1.72266 -1.72697 2.70140
C 3.04989 -1.29385 2.73144
C 4.08849 -2.20531 2.85732
Ge 0.27159 -0.46976 2.44125
C -1.34514 -1.04087 3.36119
C -2.61107 -0.88189 2.79924
C -3.75002 -1.26855 3.49163
C -3.63515 -1.82144 4.75952
C -2.38144 -1.99018 5.33089
C -1.24392 -1.60666 4.63440
C 0.74338 1.36153 2.92356
C 1.51399 2.17818 2.09455
C 1.81487 3.48414 2.45515
C 1.34555 3.99646 3.65894
C 0.57978 3.19681 4.49544
C 0.27861 1.89157 4.12729
H 4.62257 -4.27346 3.05827
H 2.28194 -5.06615 3.00967
H 0.43424 -3.45147 2.77908
H 3.27532 -0.23379 2.67736
H 5.11246 -1.85744 2.89790
H -2.71351 -0.44811 1.80939
H -4.72751 -1.14251 3.04408
H -4.52172 -2.12312 5.30125
H -2.28977 -2.42213 6.31872
H -0.27083 -1.75493 5.09040
H 1.89004 1.79413 1.15114
H 2.42623 4.09986 1.80716
H 1.58593 5.01098 3.94850
H 0.21963 3.58775 5.43817
H -0.32988 1.28452 4.78914
N 0.90569 -1.67017 -6.41167
C 1.91369 -0.61084 -6.37163
C 2.09923 -0.18509 -4.91596
N 0.73179 -0.02610 -4.32435
H 0.42692 -1.69319 -7.30281
H 0.16579 -0.76012 -4.80082
H 1.31985 -2.58560 -6.27849
H 1.55618 0.23661 -6.95853
H 2.88564 -0.89400 -6.77856
H 2.64723 0.74803 -4.81294
H 2.60352 -0.95441 -4.33317
H 0.70904 -0.15824 -3.30063
H 0.31954 0.88064 -4.53743
*
```

Calculated values
**Orbital gap (alpha / beta)**: 6.040 / 7.411 eV
**HOMO level (alpha / beta)**: -11.26 / -13.16 eV
**E_tot**: -141887.8873 eV

Entry 5:
Here is a 2-piece molecular cluster, C5H8ClN overall at a distorted geometry from the OMol25 dataset. Energies are from ωB97M-V/def2-TZVPD.

```
! RIJCOSX wB97M-V def2-TZVPD def2/J DEFGRID3
* xyz 0 3
C 2.60696 1.25399 0.72993
C 1.61454 1.04842 -0.20605
C 0.61065 1.87216 -0.41494
C -2.08941 -1.37958 -0.59088
C -1.40097 -0.34912 0.22742
N -0.23930 2.68462 -0.56248
Cl -2.37724 1.02507 0.44508
H 3.19472 0.50096 1.18078
H 2.87885 2.25956 1.14350
H 1.64100 0.12125 -0.68675
H -2.34273 -0.96522 -1.50831
H -1.51029 -2.27275 -0.76438
H -3.09558 -1.76106 -0.31123
H -1.13062 -0.79173 1.15084
H -1.28707 2.65170 -0.42744
*
```

Calculated values
**Orbital gap (alpha / beta)**: 7.025 / 8.447 eV
**HOMO level (alpha / beta)**: -6.17 / -9.29 eV
**E_tot**: -19321.6591 eV